Below is a single CH5NOSi molecule, with properties calculated with ωB97M-V/def2-TZVPD.

Cartesian coordinates (Å):
C: 0.2174 -0.5317 -0.5104
H: -1.6420 1.4300 -0.8852
O: -0.1150 -1.2760 -1.5040
H: 1.8286 -0.0154 0.7573
N: 1.4424 -0.6406 0.0586
H: -0.5684 1.8292 1.0879
H: 2.1186 -1.4149 -0.3250
H: -2.2188 -0.0371 1.0679
Si: -1.0628 0.6566 0.2529

Results
ΔE to the lowest compared entry with this formula, charge and spin: 0.1220 eV
Maximum force: 4.228 eV Å⁻¹
SMILES: NC(=O)[SiH3]
Spin multiplicity: 1
LUMO level: 0.0277 Eh
HOMO-LUMO gap: 10.539 eV

=====

Below is a molecular structure, C16H23MnN6Se, with properties calculated with ωB97M-V/def2-TZVPD.

Cartesian coordinates (Å):
H: 1.1884 2.9170 -1.2626
H: 0.4696 1.5567 -2.8191
N: -1.5782 1.7776 -0.9913
H: -1.3942 3.4671 0.2445
C: -0.7406 -4.0268 0.4609
H: -2.5369 1.8818 -0.6719
H: 0.9215 3.7574 0.2551
H: -1.8028 -4.2520 0.5746
H: -2.4923 0.8216 -2.6193
H: 0.8656 -0.5826 -2.1984
C: 1.7667 0.0154 1.6597
N: 0.7801 -0.7068 1.1116
N: -1.1163 -1.6593 -0.0943
H: -0.1811 -4.5989 1.1955
H: 1.1913 -3.6418 2.6725
C: -1.6571 1.5035 -2.4514
H: -0.2903 -2.3436 -2.6846
C: 1.3531 -2.6092 2.3955
H: -0.4366 0.5815 -3.9638
C: -1.8908 -1.9124 -1.2972
C: -0.9466 -1.5088 -2.4442
H: -2.7865 -1.2888 -1.2772
C: -0.9055 3.0719 -0.6449
C: 2.8731 2.3649 1.4191
N: -1.4890 0.5669 1.5433
N: 0.7908 1.6437 0.3389
C: -0.5068 -2.5673 0.5880
N: -0.1048 -0.3224 -2.0527
Se: -3.0029 1.1385 3.9617
H: -0.4410 -4.3881 -0.5271
H: -1.0408 3.7959 -1.4485
H: -2.2054 -2.9494 -1.4011
C: -0.3648 0.8625 -2.9122
H: 3.7179 1.8986 1.9173
H: 3.2305 2.8542 0.5114
H: 3.4020 0.0130 3.0647
C: 1.7958 1.3973 1.1111
C: 0.5653 -1.9883 1.4383
C: -2.0986 0.7915 2.5178
C: 2.5938 -0.5496 2.6175
H: 2.9871 -2.3272 3.7559
Mn: -0.5356 0.2146 0.0397
C: 0.5881 2.9126 -0.3491
C: 2.3659 -1.8694 2.9968
H: 2.4873 3.1557 2.0722
H: -1.5282 -1.2829 -3.3366
H: -1.8601 2.4144 -3.0161

Results
Maximum force: 2.861 eV Å⁻¹
Spin multiplicity: 4
LUMO level (spin up / spin down): -0.3851 / -0.4521 Eh
⟨S²⟩: 3.79
HOMO-LUMO gap (spin up / spin down): 8.660 / 6.609 eV
Charge: +3

=====

> Which of these has the highest maximum force?

CH5NOSi

=====

> Among the records above, which one has the lowest maximum force?

C16H23MnN6Se

=====

> What is the formula in the first record?

CH5NOSi

=====

> What is the maximum force in the second record?

2.861 eV Å⁻¹